{"formula": "C37H70Cl2I3N2O15P3S3", "method": "ωB97M-V/def2-TZVPD", "elements": ["C", "C", "I", "C", "I", "C", "C", "C", "C", "S", "C", "S", "N", "C", "C", "O", "C", "C", "C", "O", "O", "C", "C", "C", "C", "I", "P", "N", "O", "O", "C", "C", "C", "C", "Cl", "C", "C", "C", "C", "S", "O", "O", "Cl", "H", "H", "H", "H", "H", "H", "H", "H", "H", "H", "H", "H", "H", "H", "H", "H", "H", "H", "H", "H", "H", "H", "H", "H", "H", "H", "H", "H", "H", "H", "H", "H", "H", "H", "H", "H", "H", "H", "H", "H", "C", "C", "O", "P", "O", "O", "C", "C", "O", "C", "C", "H", "H", "H", "H", "H", "H", "H", "H", "H", "H", "H", "H", "H", "H", "H", "C", "C", "O", "P", "O", "O", "C", "C", "O", "C", "C", "H", "H", "H", "H", "H", "H", "H", "H", "H", "H", "H", "H", "H", "H", "H"], "positions_angstrom": [[-3.72, -3.05, 3.27], [-2.39, -2.74, 2.61], [-0.93, -4.21, 3.00], [-2.16, -1.64, 1.89], [-3.83, -0.32, 1.77], [-0.84, -1.27, 1.20], [-0.13, -2.36, 0.35], [0.66, -1.86, -0.87], [1.69, -2.94, -1.28], [0.90, -4.52, -1.70], [1.48, -5.65, -0.48], [0.36, -6.49, 0.36], [2.88, -5.82, -0.29], [3.30, -5.55, 1.08], [4.79, -5.86, 1.17], [5.10, -7.23, 0.97], [4.07, -7.94, 0.31], [3.35, -7.14, -0.77], [-1.38, -0.36, 0.03], [-2.06, -0.69, -0.88], [-0.96, 0.93, 0.08], [0.05, 1.07, 1.10], [1.35, 1.49, 0.32], [1.17, 1.72, -1.19], [2.56, 2.17, -1.73], [3.69, 0.46, -2.38], [-0.42, 2.70, 1.84], [0.62, 3.22, 2.89], [-0.46, 3.69, 0.58], [-1.95, 2.69, 2.34], [0.06, -0.20, 1.99], [-0.43, 0.13, 3.42], [-0.42, -0.99, 4.48], [0.03, -0.43, 5.85], [1.03, -1.63, 6.74], [1.47, -0.84, 2.17], [2.39, -0.06, 3.12], [3.83, -0.06, 2.57], [4.70, 0.90, 3.44], [6.16, 0.07, 4.02], [7.11, 0.07, 2.95], [5.77, -1.21, 4.53], [6.90, 1.15, 5.58], [-3.92, -2.38, 4.10], [-3.69, -4.06, 3.68], [-4.53, -3.05, 2.54], [-0.92, -3.01, -0.03], [0.52, -3.01, 0.93], [1.26, -0.97, -0.69], [-0.02, -1.76, -1.72], [2.26, -2.57, -2.13], [2.38, -3.04, -0.45], [2.78, -6.18, 1.82], [3.17, -4.51, 1.36], [5.20, -5.56, 2.14], [5.33, -5.27, 0.43], [3.37, -8.33, 1.06], [4.53, -8.82, -0.16], [4.04, -6.97, -1.60], [2.53, -7.76, -1.13], [1.70, 2.46, 0.71], [2.19, 0.81, 0.43], [0.93, 0.79, -1.70], [0.49, 2.54, -1.41], [2.44, 2.88, -2.54], [3.13, 2.64, -0.93], [0.15, 3.42, 3.77], [-1.29, 4.19, 0.60], [-1.98, 2.78, 3.30], [-1.47, 0.45, 3.33], [0.09, 0.98, 3.85], [0.21, -1.84, 4.27], [-1.45, -1.32, 4.64], [-0.83, -0.23, 6.47], [0.66, 0.45, 5.76], [1.36, -1.86, 2.53], [2.01, -0.93, 1.22], [2.10, 0.99, 3.19], [2.45, -0.54, 4.10], [3.85, 0.37, 1.57], [4.26, -1.06, 2.55], [5.02, 1.79, 2.90], [4.10, 1.24, 4.29], [-9.83, -4.12, 1.17], [-8.73, -4.53, 0.21], [-8.78, -3.80, -1.02], [-8.25, -2.27, -1.04], [-6.92, -2.27, -0.40], [-7.86, -2.13, -2.63], [-6.60, -1.59, -3.03], [-5.63, -2.69, -3.39], [-9.64, -1.50, -1.21], [-10.61, -1.91, -2.18], [-11.75, -2.68, -1.55], [-9.84, -3.04, 1.32], [-9.69, -4.60, 2.14], [-10.81, -4.40, 0.79], [-7.75, -4.42, 0.68], [-8.84, -5.59, -0.05], [-6.19, -0.95, -2.25], [-6.79, -0.95, -3.89], [-5.61, -3.47, -2.64], [-4.62, -2.29, -3.51], [-5.92, -3.16, -4.33], [-10.16, -2.49, -2.98], [-10.99, -0.99, -2.62], [-11.47, -3.72, -1.37], [-12.62, -2.68, -2.21], [-12.03, -2.24, -0.59], [1.57, 8.07, -3.56], [2.46, 7.42, -4.61], [3.85, 7.56, -4.29], [4.49, 6.61, -3.13], [4.07, 5.23, -3.43], [6.05, 6.61, -3.60], [6.79, 5.39, -3.70], [6.88, 4.92, -5.13], [4.72, 7.70, -1.99], [5.35, 8.96, -2.27], [4.33, 10.08, -2.36], [1.81, 7.72, -2.56], [0.52, 7.85, -3.77], [1.69, 9.15, -3.57], [2.20, 6.37, -4.73], [2.31, 7.90, -5.57], [6.35, 4.62, -3.06], [7.79, 5.59, -3.31], [5.90, 4.94, -5.62], [7.26, 3.90, -5.19], [7.53, 5.57, -5.71], [5.95, 8.92, -3.18], [6.02, 9.15, -1.44], [3.84, 10.10, -3.33], [4.83, 11.05, -2.23], [3.56, 9.97, -1.59]], "mulliken_charge": [-1.560, 0.396, 0.084, -1.714, 0.044, 3.129, -2.166, 0.849, -1.038, -0.263, -0.046, -0.123, 0.273, 0.130, -0.788, -0.391, -0.497, -0.596, -1.425, -0.669, -0.193, 2.408, -1.655, -0.187, -1.513, -0.035, -0.053, -0.682, -0.505, -0.571, 2.503, -1.569, -0.842, -0.735, -0.219, -2.338, -1.179, -0.711, -0.989, 1.182, -0.549, -0.523, -0.235, 0.315, 0.469, 0.440, 1.014, 0.470, -1.357, 0.760, 0.694, 0.165, 0.319, -0.129, 0.380, 0.310, 0.264, 0.363, 0.275, 0.399, 1.293, -0.627, 0.247, 0.586, 0.678, 0.414, 0.246, 0.311, 0.386, 0.911, 0.389, 0.199, 0.169, 0.441, 0.298, 1.248, 0.627, 0.456, 0.411, 0.072, 0.655, 0.480, 0.504, -0.958, -0.285, -0.331, 1.001, -0.599, -0.452, -0.312, -1.056, -0.346, -0.103, -1.090, 0.264, 0.392, 0.227, 0.262, 0.308, 0.312, 0.329, 0.260, 0.342, 0.323, 0.233, 0.416, 0.165, 0.419, 0.280, -0.953, -0.344, -0.327, 1.086, -0.661, -0.482, -0.277, -1.085, -0.351, -0.105, -1.075, 0.254, 0.392, 0.234, 0.322, 0.310, 0.291, 0.334, 0.276, 0.354, 0.317, 0.234, 0.416, 0.162, 0.418, 0.277], "charge": 0, "energy_ha": -6722.11223, "e_lumo_ev": -0.465, "homo_ha": -0.30633, "spin_multiplicity": 1, "orbital_gap_ev": 7.9, "smiles": "C/C(I)=C(\\I)[C@@]1(CCCSC(=S)N2CCOCC2)C(=O)O[C@@](CCCI)(P(=N)(O)O)[C@]1(CCCCl)CCCCS(=O)(=O)Cl.CCOP(=O)(OCC)OCC.CCOP(=O)(OCC)OCC", "fmax_ev_per_a": 6.01}